Model i:
The following is a DFT calculation (ωB97M-V with the def2-TZVPD basis set) of 10 unconnected molecules or ions with the total composition C60H150N10O20.

The SMILES is COCCNCCOC.COCCNCCOC.COCCNCCOC.COCCNCCOC.COCCNCCOC.COCCNCCOC.COCCNCCOC.COCCNCCOC.COCCNCCOC.COCCNCCOC. For the LUMO energy, the calculation gives 0.36 eV. The gap between HOMO and LUMO comes out at 9.0 eV.

Last column: Mulliken charge in e.
CARTESIAN COORDINATES (ANGSTROEM)
C: 13.83133 -6.09254 -6.16440  -0.733
O: 12.45992 -5.74758 -6.08651  -0.307
C: 12.16376 -4.41375 -6.57290  -0.562
C: 10.68229 -4.05249 -6.28323  -0.681
N: 9.73436 -5.06941 -6.90154  -0.408
C: 8.39744 -4.61502 -6.62218  -0.647
C: 7.40960 -5.84359 -6.94479  -0.624
O: 7.62600 -6.85696 -6.02818  -0.278
C: 6.69786 -7.97334 -6.20525  -0.772
H: 14.33481 -5.68911 -5.28585  0.278
H: 14.29561 -5.63272 -7.03681  0.299
H: 13.99858 -7.16394 -6.05383  0.247
H: 12.32293 -4.35169 -7.64942  0.355
H: 12.80356 -3.72230 -6.02457  0.395
H: 10.45557 -3.10152 -6.76528  0.347
H: 10.60696 -3.99711 -5.19725  0.388
H: 9.79429 -5.99602 -6.50419  0.297
H: 8.13440 -3.67067 -7.09875  0.374
H: 8.37584 -4.37900 -5.55826  0.365
H: 7.46584 -6.11235 -7.99964  0.365
H: 6.41672 -5.43456 -6.75774  0.430
H: 7.01055 -8.81331 -5.58494  0.265
H: 6.76097 -8.44863 -7.18414  0.314
H: 5.67209 -7.69095 -5.96833  0.294
C: -0.43248 12.30165 6.52055  -0.849
O: 0.69416 13.18323 6.69335  -0.207
C: 2.00440 12.49221 6.77488  -0.899
C: 2.97701 13.63464 6.94593  -0.354
N: 3.09764 14.21427 5.62475  -0.421
C: 3.45922 15.62331 5.64849  -0.754
C: 2.40037 16.66004 6.03300  -0.521
O: 1.32124 16.54212 5.13165  -0.402
C: 0.15582 16.01033 5.76014  -0.643
H: -0.48872 11.53697 7.29528  0.297
H: -0.36371 11.86442 5.52446  0.349
H: -1.33009 12.91954 6.54500  0.236
H: 2.27365 11.89764 5.90190  0.364
H: 2.02799 11.80144 7.61772  0.484
H: 3.93708 13.24126 7.28002  0.402
H: 2.60109 14.33281 7.69383  0.282
H: 2.17741 14.07916 5.23101  0.282
H: 3.72808 15.81612 4.60991  0.344
H: 4.39304 15.66421 6.20921  0.426
H: 2.73954 17.67976 5.85073  0.412
H: 2.22049 16.76267 7.10315  0.341
H: -0.53149 16.85101 5.85479  0.345
H: 0.35024 15.52946 6.71882  0.282
H: -0.19291 15.24419 5.06767  0.203
C: 5.01044 3.50715 -1.45890  -0.687
O: 5.73345 2.32691 -1.63480  -0.364
C: 5.59875 1.82356 -2.98159  -0.664
C: 6.68095 2.54263 -3.90448  -0.301
N: 8.10960 2.16526 -3.63027  -0.409
C: 8.98515 2.79357 -4.58380  -0.766
C: 9.14000 4.30442 -4.27992  -0.403
O: 9.58124 4.55474 -2.94653  -0.317
C: 9.75827 5.88654 -2.61212  -0.745
H: 4.07308 3.59675 -2.00793  0.331
H: 5.64671 4.36462 -1.67796  0.208
H: 4.68063 3.54461 -0.42067  0.262
H: 4.59496 1.89666 -3.40014  0.388
H: 5.88342 0.77282 -2.92682  0.328
H: 6.48267 3.60390 -3.75451  0.179
H: 6.45137 2.28708 -4.93893  0.350
H: 8.41269 2.55983 -2.75132  0.305
H: 8.55923 2.65764 -5.57789  0.390
H: 9.88938 2.21191 -4.40453  0.361
H: 8.19680 4.83515 -4.40943  0.339
H: 9.76897 4.58888 -5.12348  0.369
H: 8.88994 6.46211 -2.93278  0.326
H: 10.64313 6.31328 -3.08436  0.279
H: 9.81620 5.93688 -1.52483  0.242
C: -7.06300 0.93211 -0.35946  -0.771
O: -7.00175 -0.52620 -0.20528  -0.326
C: -6.10552 -0.86538 0.82098  -0.337
C: -6.24086 -2.38462 0.96843  -0.672
N: -5.37521 -2.79036 2.06740  -0.301
C: -5.02079 -4.19914 1.94054  -0.621
C: -4.18053 -4.74799 3.15175  -0.528
O: -4.09002 -6.14557 3.37317  -0.362
C: -3.39331 -6.79931 2.31151  -0.708
H: -7.72855 1.15802 -1.19258  0.269
H: -6.13917 1.46381 -0.58733  0.314
H: -7.38813 1.39327 0.57313  0.305
H: -6.41640 -0.36340 1.73720  0.317
H: -5.09283 -0.56754 0.54924  0.300
H: -5.98625 -2.83620 0.00961  0.300
H: -7.26871 -2.62951 1.23612  0.303
H: -5.97697 -2.82486 2.87783  0.256
H: -4.45835 -4.25885 1.00877  0.432
H: -5.97920 -4.70447 1.82136  0.338
H: -4.48236 -4.37614 4.13090  0.350
H: -3.17047 -4.35124 3.04943  0.305
H: -2.31470 -6.64225 2.31654  0.281
H: -3.81499 -6.55761 1.33587  0.290
H: -3.57983 -7.86869 2.41017  0.273
C: 12.66632 -9.73502 5.47975  -0.711
O: 12.23315 -9.45710 4.18053  -0.285
C: 11.81100 -10.52167 3.28887  -0.623
C: 11.29506 -9.86644 2.03278  -0.613
N: 10.29333 -8.79128 2.25608  -0.400
C: 9.99490 -8.07485 1.01069  -0.689
C: 9.06529 -6.87438 1.28917  -0.552
O: 9.58270 -5.97772 2.28904  -0.285
C: 8.97156 -4.70805 2.30301  -0.776
H: 13.08150 -8.82934 5.92189  0.214
H: 13.38795 -10.55096 5.43993  0.276
H: 11.81740 -10.14760 6.02490  0.297
H: 11.04640 -11.19430 3.67752  0.380
H: 12.70242 -11.12067 3.10266  0.396
H: 10.93489 -10.65647 1.37382  0.359
H: 12.16794 -9.36466 1.61517  0.360
H: 10.70784 -8.11837 2.88494  0.298
H: 9.53093 -8.86170 0.41597  0.355
H: 10.88000 -7.77309 0.45064  0.356
H: 8.06864 -7.13761 1.64340  0.342
H: 8.80469 -6.43754 0.32513  0.435
H: 9.05384 -4.14750 1.37183  0.308
H: 9.43952 -4.04385 3.02962  0.256
H: 7.93073 -4.76080 2.62239  0.303
C: -2.57054 5.10859 11.79834  -0.707
O: -3.73786 5.05495 12.59109  -0.350
C: -4.91560 5.36442 11.76797  -0.589
C: -5.39740 6.82127 11.99734  -0.503
N: -6.72441 7.06331 11.49569  -0.376
C: -6.94543 8.54822 11.61904  -0.600
C: -8.24542 9.04527 11.12034  -0.590
O: -9.24648 8.66074 12.14189  -0.294
C: -10.36780 9.48917 12.14624  -0.738
H: -1.72498 4.98220 12.47447  0.275
H: -2.44636 6.00805 11.19532  0.293
H: -2.33666 4.24106 11.18126  0.295
H: -5.67361 4.68560 12.15878  0.302
H: -4.87337 5.11780 10.70707  0.356
H: -4.58248 7.42824 11.60289  0.298
H: -5.37964 7.04728 13.06350  0.333
H: -7.39997 6.56706 12.05913  0.274
H: -6.14513 9.02275 11.05120  0.442
H: -6.78247 8.93197 12.62616  0.341
H: -8.44865 8.61228 10.14090  0.309
H: -8.18317 10.13026 11.03652  0.384
H: -11.05100 9.25997 12.96405  0.248
H: -10.93973 9.46007 11.21880  0.294
H: -10.04023 10.52465 12.23887  0.302
C: -5.61805 -0.16946 -7.74589  -0.723
O: -4.88539 -1.37684 -7.62389  -0.333
C: -5.08908 -2.02953 -6.38184  -0.705
C: -4.76873 -3.54222 -6.50296  -0.625
N: -5.92021 -4.17683 -7.15958  -0.357
C: -5.60723 -5.54575 -7.59860  -0.702
C: -6.69681 -6.22331 -8.41135  -0.610
O: -6.64795 -5.66165 -9.71450  -0.317
C: -7.86072 -6.05650 -10.44243  -0.778
H: -6.67143 -0.42839 -7.63890  0.323
H: -5.46215 0.22693 -8.74921  0.254
H: -5.42228 0.57534 -6.97450  0.291
H: -6.10807 -1.87066 -6.02897  0.388
H: -4.43507 -1.47113 -5.71210  0.468
H: -4.55924 -4.03640 -5.55428  0.404
H: -3.81229 -3.66283 -7.01166  0.334
H: -6.13554 -3.64025 -7.98771  0.250
H: -5.38891 -6.10135 -6.68660  0.423
H: -4.74028 -5.61986 -8.25510  0.345
H: -7.64629 -6.06825 -7.89897  0.361
H: -6.46827 -7.28822 -8.45418  0.411
H: -7.87863 -5.55336 -11.40919  0.288
H: -8.72931 -5.59418 -9.97349  0.319
H: -8.05039 -7.12478 -10.54682  0.291
C: -3.42754 3.99907 4.59101  -0.703
O: -2.19148 3.31340 4.41877  -0.352
C: -2.37849 2.35863 3.38523  -0.412
C: -1.16314 1.38386 3.28502  -0.625
N: -1.32746 0.46378 2.14859  -0.325
C: -0.17269 -0.45410 2.01753  -0.691
C: -0.29195 -1.27842 0.67969  -0.320
O: 0.83313 -2.16702 0.58714  -0.289
C: 0.94704 -2.96694 -0.53888  -0.714
H: -3.87820 4.28431 3.64041  0.285
H: -3.25384 4.85765 5.23968  0.273
H: -4.14324 3.38595 5.13870  0.287
H: -2.49751 2.86577 2.42776  0.339
H: -3.29916 1.78345 3.48336  0.285
H: -1.09661 0.80326 4.20512  0.303
H: -0.27236 2.01199 3.29315  0.378
H: -2.08055 -0.14777 2.42960  0.222
H: -0.08888 -1.06143 2.91876  0.330
H: 0.74558 0.13301 2.03123  0.328
H: -0.06543 -0.58812 -0.13288  0.281
H: -1.27114 -1.74965 0.59473  0.287
H: 0.05811 -3.55701 -0.76186  0.283
H: 1.88601 -3.51171 -0.44068  0.247
H: 0.97219 -2.36752 -1.44892  0.294
C: -0.72388 -12.14408 -3.32122  -0.758
O: -1.49329 -13.16094 -3.87700  -0.315
C: -1.98439 -12.79140 -5.16207  -0.670
C: -2.69360 -14.04245 -5.81223  -0.452
N: -3.93395 -14.23451 -5.02249  -0.396
C: -4.88574 -15.09335 -5.74929  -0.762
C: -5.62330 -14.42125 -6.90673  -0.620
O: -4.83691 -14.47006 -8.07584  -0.313
C: -5.49192 -13.92375 -9.26009  -0.720
H: 0.26510 -12.25069 -3.76694  0.293
H: -0.69022 -12.26432 -2.23840  0.245
H: -1.10411 -11.13520 -3.48147  0.314
H: -1.14650 -12.48335 -5.78747  0.413
H: -2.55684 -11.86540 -5.10804  0.363
H: -2.05902 -14.92121 -5.69737  0.269
H: -2.94684 -13.78182 -6.83987  0.410
H: -3.71126 -14.62137 -4.11649  0.238
H: -5.71497 -15.37565 -5.10061  0.413
H: -4.47368 -16.07992 -5.96137  0.377
H: -5.83297 -13.38514 -6.64099  0.320
H: -6.59732 -14.87299 -7.09464  0.515
H: -4.91348 -13.99861 -10.18091  0.240
H: -5.66825 -12.85428 -9.14502  0.305
H: -6.45065 -14.43830 -9.32459  0.290
C: -9.72873 8.03958 1.81182  -0.754
O: -8.91390 8.63128 0.84552  -0.303
C: -9.58500 9.15100 -0.26093  -0.611
C: -8.59216 9.84389 -1.20032  -0.625
N: -7.45735 8.91742 -1.50769  -0.425
C: -6.17301 9.59935 -1.80860  -0.712
C: -5.09070 8.53000 -2.20794  -0.628
O: -4.91600 7.57899 -1.20767  -0.269
C: -4.08880 6.55036 -1.59062  -0.746
H: -9.20457 7.45354 2.56676  0.254
H: -10.39375 7.35072 1.29096  0.312
H: -10.39530 8.71200 2.35186  0.282
H: -10.32745 9.87344 0.07811  0.425
H: -10.15025 8.33448 -0.71024  0.385
H: -8.16838 10.73464 -0.73655  0.375
H: -9.15774 10.15812 -2.07752  0.299
H: -7.30998 8.37128 -0.67095  0.319
H: -5.89763 10.02112 -0.84197  0.392
H: -6.27725 10.41599 -2.52299  0.427
H: -4.18256 9.06037 -2.49443  0.430
H: -5.43597 8.02590 -3.11059  0.346
H: -4.57517 5.83241 -2.25099  0.308
H: -3.75094 6.03301 -0.69269  0.209
H: -3.19778 6.95289 -2.07244  0.308

=====

Model ii:
The following is a DFT calculation (ωB97M-V with the def2-TZVPD basis set) of 10 unconnected molecules or ions with the total composition C60H150N10O20.

The SMILES is COCCNCCOC.COCCNCCOC.COCCNCCOC.COCCNCCOC.COCCNCCOC.COCCNCCOC.COCCNCCOC.COCCNCCOC.COCCNCCOC.COCCNCCOC. For the LUMO energy, the calculation gives 0.55 eV. The gap between HOMO and LUMO comes out at 8.7 eV.

Last column: Mulliken charge in e.
CARTESIAN COORDINATES (ANGSTROEM)
C: 8.48714 -2.14758 1.30327  -0.780
O: 7.88394 -0.86686 1.00736  -0.081
C: 8.76317 0.19084 1.27751  -0.974
C: 8.20359 1.50642 0.62736  -0.525
N: 7.10927 2.23362 1.31682  -0.137
C: 5.92047 1.39848 1.36648  -0.384
C: 4.73847 2.16161 1.83580  -0.742
O: 4.31734 3.15953 0.93182  0.391
C: 3.01361 3.63637 1.23227  -0.647
H: 9.14846 -2.36888 0.46556  0.307
H: 7.73653 -2.93502 1.37138  0.184
H: 9.01803 -2.11440 2.25468  0.342
H: 9.67686 0.07292 0.69496  0.481
H: 9.01382 0.28969 2.33367  0.398
H: 7.80959 1.16909 -0.33132  0.292
H: 9.08480 2.14584 0.57531  0.455
H: 6.89370 3.19866 1.11104  0.145
H: 5.98664 0.54625 2.04281  0.454
H: 5.74104 1.00875 0.36447  0.216
H: 5.00574 2.50620 2.83476  0.299
H: 3.92835 1.44001 1.94110  0.112
H: 2.17513 2.94951 1.34749  -0.162
H: 2.78723 4.24586 0.35742  0.409
H: 3.10187 4.36921 2.03431  0.323
C: 2.68179 -8.06295 -4.66540  -0.582
O: 1.63200 -7.26260 -5.18177  -0.328
C: 2.00101 -5.98549 -5.58196  -0.370
C: 0.67328 -5.18197 -5.81262  -0.722
N: 0.86166 -3.72565 -5.89494  -0.212
C: -0.43315 -3.09040 -6.00066  -0.803
C: -0.32019 -1.60047 -6.39616  -0.394
O: -1.60310 -1.04005 -6.52741  -0.291
C: -1.58734 0.10928 -7.30272  -0.579
H: 2.25325 -8.85944 -4.05707  0.302
H: 3.38910 -7.46585 -4.08985  0.121
H: 3.25997 -8.56961 -5.43812  0.308
H: 2.58731 -6.26903 -6.45601  0.290
H: 2.47546 -5.40139 -4.79341  0.295
H: -0.04716 -5.42624 -5.03198  0.397
H: 0.28479 -5.64282 -6.72080  0.290
H: 1.35403 -3.58417 -6.76538  0.225
H: -0.84245 -3.21423 -4.99804  0.225
H: -1.06807 -3.64826 -6.68896  0.351
H: 0.13143 -1.63066 -7.38774  0.592
H: 0.37077 -1.03778 -5.76844  0.220
H: -0.93191 0.01984 -8.16903  0.415
H: -1.30252 0.98340 -6.71714  0.173
H: -2.61156 0.34113 -7.59480  0.189
C: 5.41705 -1.87614 10.18949  -0.513
O: 4.67908 -2.78514 10.99542  -0.361
C: 3.46063 -2.26853 11.59016  -0.568
C: 2.18682 -2.99719 11.14258  -0.617
N: 2.09392 -2.97544 9.63467  -0.483
C: 1.48550 -1.69875 9.20128  -0.425
C: 1.21504 -1.63132 7.66028  -0.483
O: 2.39559 -1.41965 6.89839  -0.370
C: 2.24506 -1.54397 5.47824  -0.748
H: 4.81097 -1.65892 9.30995  0.157
H: 6.39049 -2.21146 9.83162  0.264
H: 5.61127 -0.94239 10.71722  0.283
H: 3.25936 -1.20593 11.45419  0.332
H: 3.63095 -2.32964 12.66503  0.421
H: 1.28134 -2.59124 11.59358  0.337
H: 2.24266 -4.02886 11.48995  0.336
H: 3.03537 -3.01883 9.27150  0.273
H: 2.17342 -0.91672 9.52268  0.306
H: 0.44778 -1.54380 9.49661  0.346
H: 0.49519 -0.82516 7.51872  0.202
H: 0.73227 -2.54999 7.32702  0.405
H: 1.82045 -2.50482 5.18745  0.356
H: 3.24161 -1.42916 5.05183  0.257
H: 1.59735 -0.77239 5.06204  0.295
C: -2.71204 -0.54632 7.15898  -0.765
O: -2.66613 0.78066 6.51028  -0.506
C: -2.57845 0.60180 5.09176  0.094
C: -2.52559 1.93910 4.39744  -0.884
N: -3.58622 2.84799 4.65529  -0.043
C: -3.31278 4.17139 4.05618  -0.970
C: -3.44169 4.19017 2.48666  1.533
O: -2.99359 5.36445 1.74617  -0.526
C: -3.25200 5.48118 0.31872  -0.347
H: -3.62420 -1.06700 6.86751  0.324
H: -2.60495 -0.44201 8.23868  0.332
H: -1.94084 -1.26034 6.86998  0.239
H: -3.37494 -0.00917 4.66700  0.055
H: -1.63494 0.10514 4.86544  0.044
H: -2.41928 1.78605 3.32348  0.237
H: -1.55060 2.32163 4.69936  0.567
H: -3.72085 2.96183 5.64978  0.282
H: -2.26560 4.36420 4.28928  0.361
H: -3.95957 4.93677 4.48507  0.351
H: -4.47607 3.99159 2.20602  -0.100
H: -2.84525 3.40341 2.02474  -0.794
H: -4.29023 5.61756 0.01609  0.273
H: -2.85976 4.64081 -0.25401  -0.022
H: -2.70219 6.37266 0.01692  0.316
C: -3.79849 -2.08377 2.67547  -0.809
O: -4.15751 -0.73800 2.41967  0.351
C: -5.53853 -0.46424 2.53203  -1.346
C: -5.81572 1.01852 2.60456  1.138
N: -7.29961 1.20413 2.55973  -0.373
C: -7.55506 2.58486 2.87832  -0.254
C: -9.03745 2.97780 2.78407  -0.904
O: -9.83694 2.23724 3.68078  -0.282
C: -11.24843 2.25760 3.52493  -0.768
H: -4.18107 -2.45742 3.62528  0.381
H: -2.70960 -2.11141 2.71617  0.063
H: -4.06787 -2.63007 1.77154  0.269
H: -6.01964 -0.97073 3.36874  0.490
H: -6.00322 -0.90624 1.65066  0.317
H: -5.40257 1.46032 1.69780  -0.606
H: -5.39060 1.43774 3.51650  0.063
H: -7.85948 0.56758 3.10879  0.324
H: -7.09368 3.25679 2.15461  0.166
H: -7.23098 2.91621 3.86486  0.275
H: -9.34572 2.78351 1.75679  0.412
H: -9.20314 4.04546 2.92812  0.421
H: -11.54406 1.93145 2.52777  0.319
H: -11.65617 3.24327 3.74924  0.296
H: -11.74399 1.60237 4.24132  0.242
C: 2.20290 -0.79104 1.17170  -0.080
O: 1.27971 -0.98667 2.27235  -0.294
C: -0.12554 -0.94164 1.92660  -0.804
C: -0.53428 0.48090 1.42427  0.496
N: -0.17376 0.76346 0.03227  1.029
C: -0.53534 2.11515 -0.38352  0.013
C: -0.38706 2.28040 -1.89558  -0.901
O: -1.55840 1.64662 -2.47892  0.466
C: -1.55795 1.62315 -3.90277  -0.507
H: 3.21169 -1.03788 1.50264  0.293
H: 2.15243 0.26315 0.89924  -0.169
H: 1.99288 -1.38266 0.28065  0.097
H: -0.74431 -1.23769 2.77370  -0.192
H: -0.38066 -1.72534 1.21329  0.238
H: -0.08584 1.24998 2.05317  0.545
H: -1.61933 0.54458 1.50629  -0.472
H: -0.44496 0.07381 -0.65398  -0.037
H: 0.21280 2.75449 0.08512  0.394
H: -1.40188 2.65137 0.00337  -0.732
H: 0.57119 1.85944 -2.19994  -0.195
H: -0.41476 3.34981 -2.10463  0.619
H: -2.32634 0.90931 -4.19958  0.349
H: -0.56129 1.44010 -4.30435  -0.296
H: -1.88990 2.63345 -4.14196  0.130
C: -5.12460 5.03196 -2.66573  -0.802
O: -5.20509 3.87915 -1.89040  -0.321
C: -4.65753 2.77673 -2.42496  0.458
C: -4.67249 1.62514 -1.38514  -0.245
N: -3.90540 0.46975 -1.85078  -0.169
C: -3.78844 -0.65876 -0.91862  0.290
C: -2.78628 -1.57347 -1.61570  -1.379
O: -1.41828 -1.13194 -1.40638  -0.423
C: -0.53692 -1.69510 -2.38319  -0.560
H: -5.69476 5.75072 -2.07717  0.262
H: -5.56394 4.91756 -3.65668  0.306
H: -4.08133 5.33961 -2.73677  0.317
H: -3.62215 3.01422 -2.66928  0.167
H: -5.11159 2.48073 -3.37064  -0.363
H: -5.68560 1.30486 -1.14195  0.664
H: -4.15835 1.86983 -0.45568  -0.344
H: -2.97730 0.79002 -2.08778  0.239
H: -4.72668 -1.20774 -0.83841  0.514
H: -3.44652 -0.42781 0.09027  -0.393
H: -2.93993 -1.57439 -2.69481  0.406
H: -2.74856 -2.62822 -1.34336  0.564
H: -0.76384 -1.29232 -3.37029  -0.103
H: -0.43675 -2.77754 -2.30333  0.544
H: 0.47717 -1.42543 -2.08825  0.095
C: 2.76535 1.42432 -3.89331  -0.733
O: 3.29280 2.61509 -3.37836  -0.365
C: 4.45160 2.40726 -2.56975  -0.392
C: 4.87811 3.78971 -2.05948  -0.120
N: 6.26020 3.70906 -1.60613  -0.192
C: 6.70900 5.02608 -1.36170  -1.168
C: 6.15975 5.63630 -0.00209  -0.199
O: 6.74947 4.98127 1.09566  -0.474
C: 6.39832 5.56315 2.36735  -0.772
H: 2.65830 0.66592 -3.11778  0.335
H: 3.42995 1.05967 -4.67654  0.438
H: 1.78514 1.54532 -4.35444  0.041
H: 5.19355 1.98298 -3.24621  0.364
H: 4.27490 1.74108 -1.72530  0.098
H: 4.13553 4.11590 -1.33129  -0.248
H: 4.82736 4.39422 -2.96508  0.624
H: 6.31259 3.15832 -0.76112  -0.047
H: 6.52853 5.78594 -2.12206  0.457
H: 7.79361 5.04935 -1.25590  0.437
H: 5.06980 5.63153 0.00633  0.085
H: 6.44160 6.67779 0.15275  0.573
H: 6.40480 6.65312 2.36322  0.395
H: 7.12770 5.26114 3.11895  0.238
H: 5.42219 5.15260 2.62568  0.139
C: -9.55468 4.42560 -7.34430  -0.791
O: -8.56617 3.54699 -7.82921  -0.341
C: -8.74421 2.19733 -7.43662  -0.529
C: -7.56452 1.21564 -7.87018  -0.801
N: -6.22597 1.81901 -7.71511  -0.435
C: -5.63283 1.58552 -6.37840  -0.995
C: -4.35768 2.40132 -6.24344  -0.091
O: -4.59250 3.82082 -6.12635  -0.305
C: -3.37035 4.52524 -6.24910  -0.685
H: -9.64705 5.39812 -7.82779  0.276
H: -9.48984 4.65218 -6.28008  0.313
H: -10.54105 3.97367 -7.44883  0.315
H: -9.66325 1.77388 -7.84179  0.468
H: -8.90770 2.13994 -6.36047  0.361
H: -7.64033 0.93973 -8.92196  0.401
H: -7.63654 0.24113 -7.38723  0.336
H: -6.37478 2.81793 -7.70369  0.327
H: -5.41874 0.52714 -6.22970  0.494
H: -6.25956 1.88697 -5.53909  0.398
H: -3.69771 2.17598 -7.08115  0.760
H: -3.88488 2.11596 -5.30369  -0.208
H: -3.02527 4.37918 -7.27267  0.367
H: -2.61960 4.27848 -5.49838  0.097
H: -3.45969 5.58522 -6.01129  0.293
C: 4.91335 -11.19377 0.67059  -0.756
O: 4.80515 -10.49619 -0.58306  -0.321
C: 5.21001 -9.17158 -0.51581  -0.594
C: 4.95618 -8.45192 -1.89045  -0.462
N: 4.93143 -7.01235 -1.76810  -0.217
C: 6.24201 -6.41457 -1.68181  -0.601
C: 6.14460 -4.91126 -1.38479  -0.664
O: 5.61827 -4.73985 -0.05209  -0.316
C: 5.03902 -3.56176 0.10990  -0.677
H: 4.40185 -10.68561 1.48806  0.312
H: 5.97166 -11.20790 0.93112  0.313
H: 4.60417 -12.23405 0.56910  0.252
H: 6.27293 -9.09854 -0.28563  0.336
H: 4.73966 -8.57282 0.26416  0.411
H: 3.97765 -8.76771 -2.25220  0.068
H: 5.66124 -8.78110 -2.65374  0.414
H: 4.63496 -6.93085 -0.80605  0.176
H: 6.80269 -6.56257 -2.60477  0.439
H: 6.81044 -6.95645 -0.92593  0.346
H: 5.48598 -4.47118 -2.13354  0.373
H: 7.13873 -4.46427 -1.38138  0.369
H: 4.31697 -3.31492 -0.66843  0.450
H: 5.74655 -2.74724 0.26494  0.073
H: 4.44733 -3.63722 1.02221  0.303

=====

The most stable arrangement is model ii, and the next structure is 33.0 kcal/mol less stable.